Density functional theory data (ωB97M-V/def2-TZVPD) for a cluster of 3 separate species, C3H12NO2 in total.

- ΔE to the lowest compared entry with this formula, charge and spin: 29.5 kcal/mol
- E: -326.46603 Ha
- Maximum force: 0.0543 hartree/bohr
- M: 94.1 g/mol
- Highest occupied orbital energy: -15.58 eV
- Net charge: +1

```
18
Properties=species:S:1:pos:R:3:forces:R:3:mulliken_charge:R:1
H -1.199132 1.933597 1.455073 -0.1 0.0 -0.4 0.327
H -1.499841 0.790520 2.332371 -0.1 -0.5 -0.2 0.277
C -1.665893 -0.031082 -1.565174 0.2 -0.7 -1.0 -1.123
H 2.380750 0.672970 0.143787 -0.2 0.3 0.0 0.290
H 0.550010 -0.347718 2.713651 0.3 -0.4 0.0 0.295
O -1.262321 0.966264 1.410631 0.0 0.9 0.7 -0.638
H 0.191385 -0.527658 -2.581759 0.6 0.1 0.2 0.485
C -0.248617 -0.630405 -1.598661 -0.9 0.5 2.2 -0.391
H 1.480515 -1.487697 2.166563 -0.1 0.0 0.4 0.308
H 0.003612 0.503601 0.260707 0.0 -0.6 0.3 0.247
H -2.022368 -0.066337 -2.595946 -0.3 -0.1 0.1 0.354
O 1.187837 -0.582656 2.029327 0.0 0.2 0.0 -0.595
H -2.294941 -0.658754 -0.942827 -0.2 0.3 0.1 0.300
H -1.722453 1.015612 -1.281311 0.2 0.0 0.2 0.347
C 1.780970 0.206467 -0.625942 0.4 -0.9 0.8 -0.188
N 0.538459 0.020804 -0.477759 0.5 1.1 -2.5 0.134
H -0.253062 -1.649357 -1.223848 -0.3 -0.4 -0.7 0.285
H 2.280935 -0.319491 -1.431952 0.0 0.4 -0.2 0.287
```
Forces are in eV/Å.

---

Density functional theory data (ωB97M-V/def2-TZVPD) for a cluster of 3 separate species, C3H12NO2S in total.

- ΔE to the lowest compared entry with this formula, charge and spin: 40.9 kcal/mol
- E: -724.91827 Ha
- Maximum force: 0.1087 hartree/bohr
- M: 126.2 g/mol
- Highest occupied orbital energy: -3.02 eV
- Net charge: -1

```
19
Properties=species:S:1:pos:R:3:forces:R:3:mulliken_charge:R:1
H 0.623117 -1.553132 1.200379 -0.8 -0.3 -1.0 0.306
H 1.078970 -0.167529 -1.211256 0.0 1.4 -0.9 0.298
H -0.474133 -1.635988 -0.230395 -2.6 -1.9 -1.5 0.514
H 2.726146 -0.117206 -0.107021 1.6 1.2 0.4 0.454
H -1.932478 -0.274317 2.269439 1.1 0.7 -1.2 0.217
N 1.458677 -0.877907 -0.629318 -2.0 -3.3 -2.2 -0.708
H -1.919550 1.167573 -2.693082 1.4 -1.0 1.0 0.291
H -0.142827 0.983912 -0.261005 -0.9 -1.0 2.4 0.369
C -0.297819 0.306803 0.719368 1.3 0.2 -1.3 -0.562
H 3.018024 1.006965 0.862438 -1.7 2.0 2.9 0.266
C -1.755415 0.322542 1.300001 0.4 1.8 1.9 -0.718
H -1.748172 0.353778 -1.391319 -0.1 0.1 -0.4 0.183
H 0.510163 0.667019 1.461941 -1.5 -0.2 -0.8 0.182
S -3.152238 -0.080624 0.276330 -0.2 -0.5 -1.2 -0.639
H 1.432052 -1.675407 -1.445020 0.4 2.0 2.9 0.269
O 3.472851 0.586921 0.206887 0.5 -3.1 -3.1 -0.763
O -1.216509 0.657916 -2.187311 -1.5 0.8 -0.8 -0.642
H -1.894046 1.420151 1.600477 0.2 -1.3 -0.1 0.222
C 0.213178 -1.091468 0.258461 4.1 2.4 3.0 -0.542
```
Forces are in eV/Å.

---

Density functional theory data (ωB97M-V/def2-TZVPD) for a cluster of 3 separate species, C3H12NO2S in total.

- ΔE to the lowest compared entry with this formula, charge and spin: 30.6 kcal/mol
- E: -724.93470 Ha
- Maximum force: 0.0510 hartree/bohr
- M: 126.2 g/mol
- Highest occupied orbital energy: -2.69 eV
- Net charge: -1

```
19
Properties=species:S:1:pos:R:3:forces:R:3:mulliken_charge:R:1
H -1.349983 -1.833996 -0.669310 -0.1 0.1 0.0 0.359
H 0.688366 -1.402290 -2.746604 0.0 0.2 0.2 0.316
H 1.202823 -0.088683 -3.376087 -0.2 0.1 0.4 0.319
O 1.328854 2.133991 -1.994666 0.5 -1.5 -2.1 -0.557
H 2.069809 2.626866 -1.663314 -0.6 0.7 0.7 0.262
H -1.224957 0.388608 2.819769 -0.3 0.3 0.4 0.298
H 0.904523 0.279611 0.737457 0.7 0.4 0.1 0.119
O 0.653519 -0.864460 -3.540502 0.1 -0.2 -0.5 -0.658
H -2.115043 -0.126881 0.796984 0.2 0.1 -0.8 0.313
C -0.827056 -1.726960 0.281449 -0.5 -0.3 -0.3 -0.831
H 1.044197 1.197912 2.297434 0.5 0.5 -0.1 0.329
C 0.397448 0.904046 1.477902 -1.3 -1.5 -0.2 -0.395
C -0.591388 -0.117794 2.112502 0.3 -0.2 -0.6 -0.932
H 0.199432 -1.525317 0.060730 0.9 0.7 -0.4 0.201
S -0.524322 2.186595 0.600275 -0.1 0.6 0.2 -0.721
H -0.067931 -0.915251 2.658880 0.3 0.1 0.1 0.348
H -0.767675 -2.708291 0.742416 -0.3 -0.5 0.2 0.271
H 0.431647 2.382183 -1.748340 0.4 0.5 1.3 0.262
N -1.452267 -0.789880 1.153021 -0.5 0.0 1.3 -0.303
```
Forces are in eV/Å.

---

Density functional theory data (ωB97M-V/def2-TZVPD) for a cluster of 3 separate species, C3H12NO2S in total.

- ΔE to the lowest compared entry with this formula, charge and spin: 157.6 kcal/mol
- E: -724.44229 Ha
- Maximum force: 0.0831 hartree/bohr
- M: 126.2 g/mol
- Highest occupied orbital energy: -14.26 eV
- Net charge: +1

```
19
Properties=species:S:1:pos:R:3:forces:R:3:mulliken_charge:R:1
H 1.446763 0.138442 3.058881 0.0 -0.1 0.2 0.321
H 0.703159 -0.463213 1.836986 0.4 -0.2 0.7 0.206
N -0.727078 1.063064 0.081353 -1.0 -3.8 1.7 -0.422
H -5.822353 -1.149236 4.073564 -0.5 -0.2 -0.3 -0.033
H 1.689370 2.457810 -2.690444 -0.3 -0.6 -0.3 0.332
H -6.436946 -1.425717 3.720459 0.5 0.2 0.3 0.034
H -0.174998 -1.607287 -1.443405 -0.3 0.0 0.0 0.476
H -0.374411 1.080944 -2.570185 -0.2 -0.7 0.3 0.316
H 1.150795 0.157536 -2.618990 0.1 -0.4 -0.2 0.395
H 1.257348 0.570648 -0.027179 -0.1 0.1 -0.5 0.490
C 0.561732 0.854003 -2.038014 0.2 1.1 -0.7 -0.711
H -1.566648 0.453412 0.108531 -0.7 0.9 -0.7 0.290
O 1.226269 2.097434 -1.927828 0.2 0.2 1.3 -0.537
C 0.243965 -1.193437 -0.522940 0.3 -0.8 -1.7 -0.616
S -0.883271 -1.622124 0.821228 0.0 1.9 -0.5 0.188
H -0.484712 1.144385 1.078501 0.4 1.2 0.0 0.399
O 1.281214 0.253417 2.120709 -0.1 0.3 -0.3 -0.572
C 0.369371 0.311974 -0.621542 1.2 1.1 0.1 0.032
H 1.238483 -1.635034 -0.448307 -0.1 -0.1 0.5 0.412
```
Forces are in eV/Å.

---

Density functional theory data (ωB97M-V/def2-TZVPD) for a cluster of 3 separate species, C3H12NO4 in total.

- ΔE to the lowest compared entry with this formula, charge and spin: 39.0 kcal/mol
- E: -476.96516 Ha
- Maximum force: 0.0371 hartree/bohr
- M: 126.1 g/mol
- Highest occupied orbital energy: -14.40 eV
- Net charge: +1

```
20
Properties=species:S:1:pos:R:3:forces:R:3:mulliken_charge:R:1
N -0.721823 -0.191431 0.221682 0.2 0.5 0.0 -0.200
O 1.286010 -1.712688 1.676083 -0.6 0.4 -0.9 -0.648
H 1.313471 -0.749795 -2.457916 0.3 0.1 0.2 0.430
H 1.143224 -2.632626 1.918549 0.2 0.1 0.4 0.290
O -3.189143 0.320581 1.138992 -0.6 0.5 0.0 -0.636
H 1.178872 1.961733 0.352562 -0.4 -0.3 0.4 0.453
H -1.413043 -0.671057 -0.360494 -0.2 -0.5 0.6 0.428
H -0.328701 1.102702 -1.443775 -0.3 -0.1 0.2 0.263
H 1.544502 -1.176907 2.425148 0.2 -0.4 0.6 0.328
C 0.200863 0.363966 -0.829208 -0.1 0.6 0.9 0.098
H 2.107472 0.410705 0.209519 -0.4 0.0 0.6 0.238
C 0.458861 -0.794009 -1.774420 -0.2 -0.1 -0.8 -0.039
H -3.822315 1.057908 1.186148 0.4 -0.2 0.1 0.326
H -1.214312 0.443339 0.856323 -0.3 0.5 -0.7 0.467
O 2.118498 1.559895 -1.423569 -0.3 0.3 0.0 -0.514
H 2.308420 2.505205 -1.339529 0.0 -0.3 -0.1 0.321
H -3.750694 -0.422391 0.901991 -0.1 -0.3 0.1 0.313
O -0.373950 -1.656223 -1.890411 0.1 0.0 0.4 -0.467
C 1.403187 1.095563 -0.266982 1.6 0.0 -1.1 -0.654
H -0.249399 -0.814470 0.899310 0.5 -0.6 -0.7 0.204
```
Forces are in eV/Å.

---

Density functional theory data (ωB97M-V/def2-TZVPD) for a cluster of 2 separate species, C3H12NOS in total.

- ΔE to the lowest compared entry with this formula, charge and spin: 16.2 kcal/mol
- 2S+1: 2
- E: -649.53675 Ha
- Maximum force: 0.0776 hartree/bohr
- M: 110.2 g/mol
- Highest occupied orbital energy (spin up / spin down): -3.37 / -9.39 eV

```
18
Properties=species:S:1:pos:R:3:forces:R:3:mulliken_charge:R:1
H 0.976609 0.214842 0.429726 0.2 0.1 -0.3 0.328
C 0.136712 -0.302687 0.874556 -0.3 1.6 -0.4 -2.039
H -1.237360 0.235038 2.446851 0.1 0.0 0.2 0.406
O 0.415826 2.647674 -0.450203 0.6 -0.5 0.1 -0.498
C -0.275800 0.572204 2.051350 -1.0 0.7 -0.3 -1.631
H 1.462359 -1.399135 1.899819 2.2 0.2 0.9 1.022
H -0.801481 -1.671351 -2.153040 -0.1 -0.5 -0.5 0.158
H 0.440826 0.630264 2.873207 0.1 -0.1 -0.2 0.556
S -0.130772 -0.578185 -1.839032 -0.2 -0.2 0.4 -0.268
H 0.162877 -2.140380 1.802533 -2.7 -2.4 1.7 1.028
N 0.737855 -1.614708 1.247851 0.2 2.2 -2.0 -0.812
H -0.462249 1.611834 1.638110 0.4 -1.1 0.4 0.366
H -1.555027 -1.341536 0.056087 0.1 0.5 -0.5 0.629
H 0.458803 3.557971 -0.722597 -0.3 0.7 -0.2 0.254
H 1.084487 -2.155345 0.430664 0.2 -0.2 -0.2 0.674
C -0.965980 -0.439719 -0.191651 -0.1 0.2 -0.5 -0.876
H -1.656290 0.430176 -0.390926 0.9 -0.7 1.2 0.385
H 1.357597 2.421366 -0.424778 -0.2 -0.2 0.1 0.319
```
Forces are in eV/Å.

---

Density functional theory data (ωB97M-V/def2-TZVPD) for a cluster of 2 separate species, C3H12NOS in total.

- ΔE to the lowest compared entry with this formula, charge and spin: 0.0 kcal/mol
- 2S+1: 2
- E: -648.96738 Ha
- Maximum force: 0.0435 hartree/bohr
- M: 110.2 g/mol
- Highest occupied orbital energy (spin up / spin down): -19.43 / -19.43 eV
- Net charge: +2

```
18
Properties=species:S:1:pos:R:3:forces:R:3:mulliken_charge:R:1
N -1.169518 1.673652 0.108380 -0.4 1.2 -0.3 -0.304
C 1.237376 0.759267 0.192616 -1.2 0.3 1.9 -0.756
H -3.899603 0.028746 -0.462088 -0.1 -0.2 0.5 0.344
H -1.306035 1.139020 0.966990 0.1 -0.2 -0.1 0.345
S 1.688796 -1.981814 0.785660 -1.2 0.3 1.1 0.309
H 2.616677 -2.258010 -0.121669 0.4 0.2 -0.8 0.320
O -3.194116 0.182215 -1.095620 -0.1 0.3 0.0 -0.689
H -3.720546 0.299085 -1.894575 0.2 0.0 -0.5 0.334
H 1.231661 0.943062 1.277038 0.3 -0.2 0.0 0.399
H -1.522158 2.610669 0.338991 0.1 -0.1 0.1 0.400
H 0.668516 -0.925919 -1.067144 0.0 -0.2 -0.2 0.394
H -0.348795 -0.704538 0.339908 0.0 -0.8 0.5 0.352
C 0.262743 1.855264 -0.333279 0.7 -0.4 -0.7 -0.582
H 2.267047 0.910885 -0.111306 -0.1 0.0 -0.5 0.478
C 0.676491 -0.700641 -0.003145 1.1 0.9 -1.3 -0.443
H 0.343186 1.920127 -1.419024 -0.6 -0.1 0.0 0.343
H -1.855883 1.376606 -0.616201 0.0 -0.9 0.1 0.338
H 0.494176 2.854199 0.025945 0.7 -0.2 0.2 0.416
```
Forces are in eV/Å.

---

Density functional theory data (ωB97M-V/def2-TZVPD) for a cluster of 2 separate species, C3H12NS in total.

- ΔE to the lowest compared entry with this formula, charge and spin: 15.7 kcal/mol
- E: -574.16787 Ha
- Maximum force: 0.0415 hartree/bohr
- M: 94.2 g/mol
- Highest occupied orbital energy: -13.22 eV
- Net charge: +1

```
17
Properties=species:S:1:pos:R:3:forces:R:3:mulliken_charge:R:1
H 3.063320 1.576621 0.276838 -0.4 0.5 -0.5 0.371
H -1.802236 1.154098 -0.784249 0.3 -0.4 0.1 0.317
H -0.315230 -1.456181 -1.301068 -0.3 0.8 0.2 0.335
H 0.599208 -0.018750 0.005678 0.9 -1.0 0.6 0.029
H 2.129867 -0.803675 0.419377 -0.4 -0.5 -0.4 0.361
C -1.018321 -1.692089 -0.486991 0.3 -0.9 -0.1 -0.894
H 1.209088 1.892809 0.446993 0.4 0.8 0.2 0.319
H 1.889868 -0.020318 -1.070450 0.4 -0.2 0.1 0.378
H -2.505550 1.414628 0.769256 -0.4 -0.2 0.0 0.318
S -1.206098 -0.532842 0.932110 0.0 -0.5 -1.4 -0.051
H -0.621148 -2.665262 -0.189982 -0.3 0.1 0.6 0.341
H 2.245865 1.037500 1.670546 -0.6 0.1 0.2 0.302
C 2.078780 1.281505 0.628042 0.2 -1.7 -0.4 -0.726
H -1.991578 -1.883847 -0.934408 0.0 0.1 0.1 0.305
H -3.153111 0.139990 -0.358909 -0.1 -0.1 0.4 0.346
N 1.669097 -0.048238 -0.077364 -0.2 2.1 0.4 -0.247
C -2.271826 0.624046 0.054587 0.1 1.0 -0.2 -0.807
```
Forces are in eV/Å.